1.
Here is C15H21HfIN2O as an isolated structure in a non-equilibrium geometry from the Open Molecules 2025 dataset. Energies are from the ωB97M-V functional and the def2-TZVPD basis.

The geometry in XYZ format:
```
41
Properties=species:S:1:pos:R:3:forces:R:3
C -2.1018 2.7640 0.3392 -1.24 1.01 0.71
C -1.3779 3.1018 -0.9869 0.49 1.50 -2.17
H -3.1029 2.7103 -0.0726 -0.51 -0.19 1.28
H -1.8448 3.7962 0.6876 -1.26 -1.03 0.88
H -2.1049 2.1799 1.3119 1.05 -0.45 -1.22
H -0.9283 2.6139 -1.9236 -0.63 -0.55 1.68
H -2.2894 3.6666 -1.4293 2.10 -0.68 0.09
H -0.6505 3.8180 -0.6302 0.53 0.24 -0.94
C -2.3634 -1.4821 1.6586 1.87 -0.94 -1.23
C -2.7633 -2.7507 2.0421 -0.54 0.88 0.36
C -2.1837 -3.8634 1.4774 0.72 0.26 -0.43
C -1.2186 -3.6928 0.4851 0.78 0.06 -0.86
H -2.8463 -0.5646 1.9800 0.25 -0.13 0.24
H -3.5245 -2.8378 2.8000 -0.21 -0.08 -0.01
H -2.4764 -4.8518 1.7946 0.03 -0.12 -0.02
H -0.7231 -4.5421 0.0411 -0.34 -0.29 -0.05
N -1.3051 -1.3598 0.7706 -0.88 -0.70 -0.13
C -0.7985 -2.4336 0.0425 -1.45 0.05 2.37
C 0.1145 -2.1664 -1.0949 1.73 0.70 -1.11
N 0.3407 -0.8291 -1.4669 0.89 -2.68 -0.57
C 1.1998 -0.5365 -2.4726 -0.13 -0.06 0.28
C 1.7203 -2.8412 -2.7924 0.36 0.04 -0.41
C 1.9013 -1.5153 -3.1618 -0.19 0.16 0.12
H 1.3158 0.5269 -2.6948 0.02 -0.34 0.00
H 2.5935 -1.2486 -3.9543 -0.16 0.06 0.13
C 0.8451 -3.1600 -1.7725 -1.13 -0.33 1.52
H 0.7407 -4.1976 -1.4127 0.09 0.62 -0.50
H 2.2904 -3.6239 -3.3011 -0.26 0.23 0.24
Hf -0.6266 0.4309 -0.1444 -1.57 3.80 -0.03
I -2.8870 0.1957 -1.8137 0.22 -0.10 0.14
C 1.8524 3.1995 1.7799 -0.24 0.75 1.50
C 2.0729 2.0613 0.8311 1.32 0.15 0.34
C 2.9350 0.9954 1.4624 0.55 -0.82 1.08
O 0.8253 1.4917 0.5180 -1.39 -1.41 -0.89
H 1.4496 2.7579 2.7231 0.31 0.37 -0.50
H 1.1032 3.9224 1.4516 0.05 -0.09 -0.31
H 2.7483 3.7998 2.0612 -0.42 -0.73 -0.42
H 2.5793 2.3583 -0.0866 -0.32 0.30 -0.28
H 2.5114 0.6939 2.4525 0.29 0.26 -0.66
H 2.9987 0.0794 0.8549 -0.04 0.32 -0.04
H 3.9787 1.3333 1.6457 -0.74 -0.04 -0.18
```
Forces are in eV/Å.

Output
* energy: -30316.564 eV
* relative energy (zero: lowest compared OMol25 entry of this formula, charge and spin): 21.9 kcal per mole
* charge: +2
* orbital gap: 0.258 Eh

***

2.
Here is a 2-piece molecular cluster, C15H21N2O4 overall from the Open Molecules 2025 dataset. Energies are from the ωB97M-V functional and the def2-TZVPD basis.

The geometry in XYZ format:
```
42
Properties=species:S:1:pos:R:3:forces:R:3
O 1.1882 0.9187 3.5350 0.36 -0.02 -0.10
C 0.8944 1.7131 2.4472 -0.04 0.00 -0.03
C 1.8126 2.7104 2.1345 -0.07 -0.01 0.07
C 1.5685 3.5738 1.0802 0.04 0.07 0.02
C 0.4042 3.4384 0.3371 -0.15 -0.10 -0.05
C -0.4968 2.4293 0.6511 0.03 0.10 -0.13
C -0.2775 1.5516 1.7055 0.11 -0.12 -0.01
C -1.2748 0.4471 1.9799 0.20 -0.02 -0.07
N -1.6725 -0.2180 0.7454 -0.19 0.03 -0.10
C -0.8925 -1.3990 0.4483 -0.19 0.14 0.02
C -1.2263 -1.9246 -0.9444 0.31 -0.34 -0.09
C -0.3615 -1.2899 -2.0341 -0.22 0.07 0.05
C 1.1287 -1.6155 -1.9080 0.33 -0.11 -0.32
C 2.0326 -0.4700 -2.4237 0.58 -0.29 0.19
C 2.2885 -0.8363 -3.8337 -0.16 0.28 0.04
N 2.0566 -2.1494 -4.0148 0.11 -0.02 0.08
C 1.5189 -2.8001 -2.8279 -0.50 -0.09 0.04
H 1.0214 -0.0041 3.3156 -0.28 0.08 0.10
H 2.7083 2.7993 2.7365 -0.01 -0.04 0.00
H 2.2903 4.3488 0.8472 -0.05 0.00 -0.01
H 0.1832 4.1117 -0.4825 0.06 0.02 0.02
H -1.4023 2.2978 0.0686 0.06 0.03 0.05
H -2.1801 0.8298 2.4453 -0.01 0.25 0.21
H -0.8314 -0.2709 2.6821 -0.23 -0.04 0.10
H -2.6598 -0.4387 0.8046 -0.01 -0.06 0.12
H -1.0214 -2.1939 1.2010 -0.03 0.03 0.02
H 0.1598 -1.0953 0.4916 0.01 -0.08 0.03
H -1.0945 -3.0148 -0.9717 0.04 0.05 0.00
H -2.2818 -1.7452 -1.1649 0.04 0.04 0.08
H -0.7061 -1.6491 -3.0102 -0.01 0.17 -0.05
H -0.5124 -0.2063 -2.0224 0.00 -0.06 0.11
H 1.4365 -1.8781 -0.8964 -0.34 0.16 0.09
H 1.6535 0.5404 -2.2715 -0.19 -0.09 -0.02
H 2.9855 -0.5205 -1.8581 -0.06 0.13 -0.04
H 2.6398 -0.1790 -4.6151 0.00 -0.23 -0.06
H 2.2340 -2.6500 -4.8669 -0.01 0.09 -0.04
H 2.2191 -3.5045 -2.3667 0.20 0.21 -0.08
H 0.6264 -3.3738 -3.0954 0.06 -0.06 0.01
C -4.0472 0.9241 4.0183 0.06 0.29 -0.91
O -3.7174 0.3963 5.1123 -0.05 -0.08 0.18
O -4.5270 0.2236 3.0437 0.17 -0.17 0.20
O -3.8678 2.1726 3.7772 0.06 -0.20 0.27
```
Forces are in eV/Å.

Output
* energy: -27061.652 eV
* relative energy (zero: lowest compared OMol25 entry of this formula, charge and spin): 99.2 kcal per mole
* charge: -1
* orbital gap: 0.052 Eh

***

3.
Here is C15H21N3O4 in the gas phase from the Open Molecules 2025 dataset. Energies are from the ωB97M-V functional and the def2-TZVPD basis.

The geometry in XYZ format:
```
43
Properties=species:S:1:pos:R:3:forces:R:3
C -4.9293 -1.5468 1.6302 0.20 -0.22 0.69
N -5.2006 -1.0040 0.3291 0.09 0.19 -0.14
C -6.1197 -1.4662 -0.5344 -0.23 -0.07 -0.27
C -6.0908 -0.7078 -1.6877 -0.10 -0.11 0.00
C -5.1038 0.2580 -1.5133 0.26 0.04 0.39
C -4.5569 0.0614 -0.2491 -0.14 0.20 -0.57
C -3.5050 0.7975 0.4050 0.19 0.15 0.29
O -3.1058 0.6152 1.5420 -0.16 0.04 -0.14
O -2.9844 1.7480 -0.4001 -0.19 -0.28 -0.18
C -2.0000 2.6092 0.1532 0.22 0.35 0.29
C -0.5824 2.0278 0.0634 -0.45 0.14 -0.02
O 0.2808 2.5681 -0.5986 0.12 0.28 -0.21
N -0.4165 0.9001 0.7889 -0.04 -0.51 0.39
C 0.7251 0.0550 0.8804 -0.22 0.43 -0.20
O 0.6438 -0.9577 1.5358 -0.04 -0.43 0.31
N 1.7974 0.4868 0.2109 0.31 0.24 -0.28
C 3.0484 -0.2407 0.1724 0.05 0.04 -0.05
C 4.1777 0.6173 0.7457 -0.02 -0.37 0.19
C 5.4991 -0.1441 0.6996 0.05 0.28 -0.20
C 5.8266 -0.5615 -0.7307 0.00 -0.29 0.18
C 4.7011 -1.4164 -1.3045 0.05 0.28 -0.20
C 3.3779 -0.6578 -1.2623 0.00 -0.33 0.26
H -3.8901 -1.8720 1.6991 -0.12 -0.01 0.02
H -5.0919 -0.7912 2.4001 0.00 -0.11 -0.05
H -5.5877 -2.3953 1.8080 0.00 0.04 -0.07
H -6.7427 -2.3045 -0.2883 -0.05 -0.14 0.12
H -6.7132 -0.8438 -2.5492 -0.13 -0.06 -0.13
H -4.8048 1.0197 -2.2042 0.08 0.15 -0.11
H -2.0385 3.5269 -0.4363 0.10 -0.19 0.11
H -2.2346 2.8158 1.2051 0.03 0.02 -0.19
H -1.2099 0.5692 1.3409 0.24 0.11 -0.18
H 1.7200 1.3530 -0.3121 -0.15 -0.07 0.12
H 2.9077 -1.1314 0.7938 0.06 0.09 -0.08
H 3.9378 0.8946 1.7737 -0.06 0.07 -0.02
H 4.2609 1.5346 0.1576 -0.02 0.10 -0.02
H 6.2991 0.4826 1.0985 0.02 -0.06 0.08
H 5.4245 -1.0337 1.3286 0.04 -0.04 0.08
H 6.7641 -1.1205 -0.7492 0.06 0.05 -0.06
H 5.9561 0.3302 -1.3483 0.06 0.05 -0.05
H 4.9322 -1.6963 -2.3342 -0.01 -0.10 0.02
H 4.6090 -2.3342 -0.7199 0.01 -0.10 -0.01
H 2.5727 -1.2821 -1.6539 -0.06 0.07 -0.02
H 3.4467 0.2371 -1.8858 -0.04 0.07 -0.07
```
Forces are in eV/Å.

Output
* energy: -28558.190 eV
* relative energy (zero: lowest compared OMol25 entry of this formula, charge and spin): 6.9 kcal per mole
* charge: 0
* SMILES: Cn1cccc1C(=O)OCC(=O)NC(=O)NC1CCCCC1
* orbital gap: 0.355 Eh

***

4.
Here is C15H21N3O4S2 in the gas phase from the Open Molecules 2025 dataset. Energies are from the ωB97M-V functional and the def2-TZVPD basis.

The geometry in XYZ format:
```
45
Properties=species:S:1:pos:R:3:forces:R:3
C 0.4402 2.8508 -0.8938 0.02 0.08 -0.08
O -0.4627 2.1041 -0.1212 -0.21 -0.06 0.13
C -1.7549 2.6666 -0.0747 -0.11 0.02 0.02
C -2.7005 1.6560 0.5757 0.22 0.56 0.00
N -2.6587 0.4122 -0.1668 -0.02 -0.17 -0.12
C -1.7964 -0.5831 0.1479 0.19 -0.64 -0.18
S -0.8729 -0.4434 1.6332 0.18 -0.03 0.57
C 0.4295 -1.6769 1.3223 -0.33 0.15 -0.16
C 1.5881 -1.0768 0.5400 -0.34 -0.27 0.06
O 1.8452 -1.4728 -0.5801 0.00 -0.19 -0.27
N 2.3025 -0.1023 1.1406 0.35 0.35 0.05
C 2.1541 0.4158 2.4809 0.29 -0.05 0.34
C 3.4463 0.1413 3.2648 -0.36 0.04 0.08
O 4.5669 0.6925 2.6166 0.06 0.12 0.10
C 4.7087 0.1720 1.3130 -0.12 0.05 -0.37
C 3.4621 0.4549 0.4706 0.37 -0.13 -0.05
N -1.6409 -1.6640 -0.5479 0.30 -0.07 0.28
C -2.3548 -1.7867 -1.6779 -0.65 0.67 -0.22
C -3.2545 -0.8424 -2.0840 0.22 -0.46 -0.02
C -3.4519 0.3675 -1.3383 0.16 -0.45 0.05
O -4.1869 1.2945 -1.6100 -0.21 0.23 -0.18
S -4.0679 -1.2150 -3.5815 -0.04 -0.01 -0.28
C -3.3519 -2.9175 -3.5861 -0.37 0.24 -0.06
C -2.1864 -2.9536 -2.5998 0.06 0.04 -0.01
H 0.6329 3.8325 -0.4434 0.03 -0.02 -0.03
H 0.0624 2.9992 -1.9126 0.03 0.00 0.01
H 1.3622 2.2746 -0.9340 0.05 0.07 -0.04
H -1.7536 3.6011 0.5054 -0.04 -0.06 -0.04
H -2.1101 2.8875 -1.0917 0.01 0.00 0.12
H -2.4137 1.4667 1.6102 -0.13 0.08 -0.07
H -3.7225 2.0384 0.5251 0.17 -0.06 0.10
H 0.7403 -2.0649 2.2911 -0.05 0.01 0.01
H -0.0228 -2.4615 0.7163 0.19 0.04 0.13
H 1.3037 -0.0270 2.9928 0.07 0.03 0.02
H 1.9947 1.4984 2.4158 -0.07 -0.05 0.08
H 3.4031 0.6069 4.2505 -0.04 -0.07 -0.02
H 3.5773 -0.9465 3.3808 -0.03 0.07 0.01
H 5.5851 0.6590 0.8836 -0.04 -0.08 -0.03
H 4.8802 -0.9143 1.3581 0.00 0.08 -0.03
H 3.5440 -0.0053 -0.5145 0.00 0.10 0.09
H 3.3306 1.5379 0.3699 0.03 -0.03 -0.03
H -4.1540 -3.5930 -3.2889 0.10 -0.04 -0.01
H -3.0537 -3.1459 -4.6061 -0.01 -0.06 0.03
H -1.2251 -2.8481 -3.1106 0.01 -0.02 0.03
H -2.1633 -3.8895 -2.0412 0.06 0.01 0.00
```
Forces are in eV/Å.

Output
* energy: -50226.660 eV
* relative energy (zero: lowest compared OMol25 entry of this formula, charge and spin): 2.9 kcal per mole
* charge: 0
* SMILES: COCCn1c(SCC(=O)N2CCOCC2)nc2c(c1=O)SCC2
* orbital gap: 0.294 Eh

***

What is the charge in the second record?
-1

***

Repeat the fourth record exactly.
Here is C15H21N3O4S2 in the gas phase from the Open Molecules 2025 dataset. Energies are from the ωB97M-V functional and the def2-TZVPD basis.

The geometry in XYZ format:
```
45
Properties=species:S:1:pos:R:3:forces:R:3
C 0.4402 2.8508 -0.8938 0.02 0.08 -0.08
O -0.4627 2.1041 -0.1212 -0.21 -0.06 0.13
C -1.7549 2.6666 -0.0747 -0.11 0.02 0.02
C -2.7005 1.6560 0.5757 0.22 0.56 0.00
N -2.6587 0.4122 -0.1668 -0.02 -0.17 -0.12
C -1.7964 -0.5831 0.1479 0.19 -0.64 -0.18
S -0.8729 -0.4434 1.6332 0.18 -0.03 0.57
C 0.4295 -1.6769 1.3223 -0.33 0.15 -0.16
C 1.5881 -1.0768 0.5400 -0.34 -0.27 0.06
O 1.8452 -1.4728 -0.5801 0.00 -0.19 -0.27
N 2.3025 -0.1023 1.1406 0.35 0.35 0.05
C 2.1541 0.4158 2.4809 0.29 -0.05 0.34
C 3.4463 0.1413 3.2648 -0.36 0.04 0.08
O 4.5669 0.6925 2.6166 0.06 0.12 0.10
C 4.7087 0.1720 1.3130 -0.12 0.05 -0.37
C 3.4621 0.4549 0.4706 0.37 -0.13 -0.05
N -1.6409 -1.6640 -0.5479 0.30 -0.07 0.28
C -2.3548 -1.7867 -1.6779 -0.65 0.67 -0.22
C -3.2545 -0.8424 -2.0840 0.22 -0.46 -0.02
C -3.4519 0.3675 -1.3383 0.16 -0.45 0.05
O -4.1869 1.2945 -1.6100 -0.21 0.23 -0.18
S -4.0679 -1.2150 -3.5815 -0.04 -0.01 -0.28
C -3.3519 -2.9175 -3.5861 -0.37 0.24 -0.06
C -2.1864 -2.9536 -2.5998 0.06 0.04 -0.01
H 0.6329 3.8325 -0.4434 0.03 -0.02 -0.03
H 0.0624 2.9992 -1.9126 0.03 0.00 0.01
H 1.3622 2.2746 -0.9340 0.05 0.07 -0.04
H -1.7536 3.6011 0.5054 -0.04 -0.06 -0.04
H -2.1101 2.8875 -1.0917 0.01 0.00 0.12
H -2.4137 1.4667 1.6102 -0.13 0.08 -0.07
H -3.7225 2.0384 0.5251 0.17 -0.06 0.10
H 0.7403 -2.0649 2.2911 -0.05 0.01 0.01
H -0.0228 -2.4615 0.7163 0.19 0.04 0.13
H 1.3037 -0.0270 2.9928 0.07 0.03 0.02
H 1.9947 1.4984 2.4158 -0.07 -0.05 0.08
H 3.4031 0.6069 4.2505 -0.04 -0.07 -0.02
H 3.5773 -0.9465 3.3808 -0.03 0.07 0.01
H 5.5851 0.6590 0.8836 -0.04 -0.08 -0.03
H 4.8802 -0.9143 1.3581 0.00 0.08 -0.03
H 3.5440 -0.0053 -0.5145 0.00 0.10 0.09
H 3.3306 1.5379 0.3699 0.03 -0.03 -0.03
H -4.1540 -3.5930 -3.2889 0.10 -0.04 -0.01
H -3.0537 -3.1459 -4.6061 -0.01 -0.06 0.03
H -1.2251 -2.8481 -3.1106 0.01 -0.02 0.03
H -2.1633 -3.8895 -2.0412 0.06 0.01 0.00
```
Forces are in eV/Å.

Output
* energy: -50226.660 eV
* relative energy (zero: lowest compared OMol25 entry of this formula, charge and spin): 2.9 kcal per mole
* charge: 0
* SMILES: COCCn1c(SCC(=O)N2CCOCC2)nc2c(c1=O)SCC2
* orbital gap: 0.294 Eh

***

What is the formula in the first record?
C15H21HfIN2O